(1)
The following is a quantum chemistry calculation of C43H29N10O4Pt as an isolated structure, from the OMol25 dataset.

Its energy relative to the best compared isomer or geometry (same formula, charge and spin) is 0.0 kJ/mol. The gap between HOMO and LUMO (alpha / beta) is 4.92 / 4.90 eV. As for the LUMO energy (alpha / beta): 0.037 / 0.035 Eh. The HOMO energy (alpha / beta) comes out at -3.9 / -3.9 eV. The spin multiplicity is 1. Its net charge is -1. As for the calculated total energy: -2623.9656 a.u.

Each line ends with the Mulliken charge.
Geometry (Å):
Pt -0.147 0.225 -1.343  1.104
O -1.826 1.052 1.433  -0.764
O -1.613 0.030 8.285  -0.646
O -0.313 -0.609 1.272  -0.174
O 0.511 -0.238 8.106  -0.634
N 2.273 -1.962 -1.207  1.682
N -2.338 2.171 -2.981  -0.636
N 1.636 0.601 -0.320  0.021
N -1.930 -0.056 -2.167  -0.198
N -2.382 -2.295 -1.401  -0.695
N -0.049 -1.849 -1.459  -0.063
N 3.019 -1.421 -0.137  -0.946
N -0.440 2.181 -1.472  0.007
N 1.138 2.922 0.167  -0.541
N -0.596 -0.078 7.624  1.008
C -0.751 6.756 -1.200  -0.640
C -2.047 0.307 4.215  -0.390
C 4.028 -0.130 2.401  -0.104
C -2.637 -1.223 -2.151  -0.402
C 2.920 2.468 2.578  -0.135
C 2.864 -1.869 -2.562  1.899
C 0.645 -3.284 0.179  0.080
C 4.330 0.708 3.469  -0.756
C -1.429 2.763 -2.238  -0.002
C -5.778 -1.472 -4.251  -0.615
C -0.711 -0.007 6.159  0.026
C -2.081 5.258 -2.574  -0.287
C -1.439 -4.231 0.969  -0.509
C -3.792 -1.063 -3.013  0.563
C -1.178 -2.477 -0.933  0.081
C -2.576 0.871 -2.926  0.140
C -0.744 -3.403 0.095  0.077
C 1.694 1.766 0.390  0.001
C -0.026 5.701 -0.674  -0.126
C -4.822 -1.930 -3.363  -0.257
C 3.200 -0.424 -2.936  -1.361
C 2.624 1.621 1.528  0.211
C -5.711 -0.174 -4.783  -0.559
C 0.311 -0.112 4.012  0.160
C -1.767 6.535 -2.141  -0.568
C -0.709 -4.933 1.910  -0.609
C 3.782 1.989 3.558  -0.713
C -1.347 4.200 -2.050  0.121
C 0.430 -0.169 5.389  -0.617
C 0.195 3.114 -0.762  -0.150
C 0.689 -4.827 1.978  -0.854
C -1.953 0.222 5.594  -0.550
C -1.042 0.208 1.890  0.065
C 4.149 -2.702 -2.509  -1.685
C -4.696 0.694 -4.422  -0.330
C 1.919 -2.459 -3.602  -1.776
C 1.382 -4.004 1.110  -0.181
C -0.923 0.134 3.413  -0.211
C -3.734 0.234 -3.530  0.126
C -0.339 4.421 -1.111  0.179
C 2.563 -0.277 0.247  -0.272
C 3.163 0.358 1.441  -0.096
C 1.021 -2.337 -0.863  -0.950
H -0.540 7.767 -0.874  0.390
H -4.868 -2.928 -2.949  0.505
H 2.458 -2.527 -4.547  0.507
H -6.598 -2.119 -4.537  0.393
H 1.039 -1.834 -3.742  0.244
H -2.517 -4.303 0.920  0.521
H 4.020 2.608 4.413  0.412
H 2.458 -3.896 1.163  0.556
H 4.429 -1.132 2.331  0.531
H 3.618 -0.405 -3.944  0.557
H -2.817 0.335 6.233  0.472
H -2.996 0.516 3.738  0.477
H -2.318 7.381 -2.532  0.379
H 2.473 3.451 2.634  0.554
H 2.303 0.194 -2.916  0.068
H -2.872 5.079 -3.290  0.534
H 0.757 5.856 0.057  0.532
H 3.909 -3.753 -2.340  0.357
H 4.787 -2.359 -1.694  0.330
H -1.223 -5.567 2.622  0.399
H -6.468 0.149 -5.487  0.380
H 3.932 -0.001 -2.248  0.255
H 1.587 -3.460 -3.317  0.311
H 1.177 -0.263 3.381  0.469
H 4.697 -2.611 -3.449  0.449
H -4.643 1.701 -4.816  0.511
H 4.988 0.358 4.255  0.429
H 1.227 -5.384 2.734  0.436
H 1.380 -0.347 5.870  0.492

***

(2)
The following is a quantum chemistry calculation of an isolated molecule of C3H5NS, from the OMol25 dataset.

Its energy relative to the best compared isomer or geometry (same formula, charge and spin) is 139.7 kJ/mol. The gap between HOMO and LUMO is 10.07 eV. As for the LUMO energy: 0.021 Eh. The HOMO energy comes out at -9.5 eV. The spin multiplicity is 1. As for the calculated total energy: -570.1814 a.u. As for the SMILES: N#CCCS.

Each line ends with the Mulliken charge.
Geometry (Å):
S -0.733 1.733 -0.853  -0.165
N -1.495 -0.237 1.954  -0.470
C -0.557 -0.567 1.189  0.119
C 0.242 -0.935 0.086  -0.076
C 0.614 0.352 -0.713  -0.657
H -0.973 1.852 0.428  0.130
H 0.975 0.068 -1.863  0.290
H 1.470 0.818 -0.179  0.313
H -0.629 -1.535 -0.317  0.183
H 1.084 -1.548 0.268  0.334

***

(3)
The following is a quantum chemistry calculation of C2H4N2OS as an isolated structure, from the OMol25 dataset.

Its energy relative to the best compared isomer or geometry (same formula, charge and spin) is 420.4 kJ/mol. The gap between HOMO and LUMO (alpha / beta) is 7.78 / 7.77 eV. As for the LUMO energy (alpha / beta): -0.054 / -0.054 Eh. The HOMO energy (alpha / beta) comes out at -9.3 / -9.3 eV. The spin multiplicity is 1. As for the calculated total energy: -661.4254 a.u.

Each line ends with the Mulliken charge.
Geometry (Å):
S 0.891 0.954 -0.257  0.536
O 2.193 1.186 0.318  -0.414
N -0.927 -1.778 -1.790  -0.445
N 0.531 -1.374 0.019  -0.627
C -0.295 1.168 1.131  -0.857
C -0.080 -1.533 -0.991  0.535
H -0.941 -2.134 -2.705  0.254
H -0.359 2.171 1.272  0.351
H 0.276 0.528 1.904  0.309
H -1.290 0.812 1.098  0.358

***

(4)
The following is a quantum chemistry calculation of a 2-piece molecular cluster, C7H14NO4S overall, from the OMol25 dataset.

Its energy relative to the best compared isomer or geometry (same formula, charge and spin) is 669.6 kJ/mol. The gap between HOMO and LUMO is 2.43 eV. As for the LUMO energy: 0.027 Eh. The HOMO energy comes out at -1.7 eV. The spin multiplicity is 1. Its net charge is -1. As for the calculated total energy: -1028.8178 a.u.

Each line ends with the Mulliken charge.
Geometry (Å):
S 2.624 3.049 0.941  1.161
O 2.161 3.484 -0.403  -0.773
O 3.606 1.945 0.791  -0.775
O 3.261 4.187 1.638  -0.777
O 1.461 2.556 1.728  -0.740
N -1.496 -2.401 -0.897  -0.036
C -0.705 -0.138 -0.446  0.604
C -0.044 -2.470 -0.441  -0.819
C 1.536 -1.047 0.919  -1.173
C -1.463 2.294 -0.830  -0.864
C -0.007 -1.190 0.547  -0.047
C -2.006 -0.963 -0.833  -0.851
C -1.252 1.241 0.086  -0.194
H -2.504 2.721 -0.853  0.234
H -2.619 -0.628 -1.717  0.358
H -1.975 -2.840 -0.102  0.372
H 2.169 -1.125 -0.005  0.306
H -0.630 2.731 -1.454  0.316
H 1.787 -1.934 1.586  0.384
H -0.673 -1.503 1.403  0.189
H 0.016 0.063 -1.285  0.214
H -1.722 -2.858 -1.785  0.339
H 0.489 -2.131 -1.376  0.403
H -1.501 1.458 1.164  0.255
H 1.767 -0.126 1.541  0.240
H 0.320 -3.450 -0.046  0.337
H -2.600 -0.924 0.131  0.335

***

Sequential maximum force output: 0.0167 0.2222 0.0881 0.0537 Eh/bohr